[1]
Molecular formula: C18H80N2O24
Method: DFT, ωB97M-V/def2-TZVPD

Properties
DFT total energy: -2648.83945 Eh
LUMO energy: 3.3 eV
ΔE to the lowest compared entry with this formula, charge and spin: 596.2 kJ/mol
Multiplicity: 1
Net charge: -2
F_max: 3.45 eV Å⁻¹

Last column: Mulliken charge in e.
Geometry (Å):
C: 20.9646 -5.7770 -27.3871  -1.9042
C: 20.7724 -7.3102 -27.1647  1.5645
C: 19.5612 -7.4357 -26.1440  -1.3241
C: 18.9112 -8.8662 -25.9831  -0.8594
C: 18.5142 -9.3444 -27.3916  -1.5819
C: 19.6133 -9.3239 -28.3925  2.4730
N: 20.3302 -7.9538 -28.4524  0.5906
O: 21.4517 -7.8327 -29.3759  -0.8001
C: 18.9347 -9.4730 -29.7950  -2.0886
C: 20.5490 -10.5370 -28.1355  -2.2305
C: 22.0331 -7.9548 -26.5087  -1.6959
H: 20.1170 -5.3393 -27.9145  0.3651
H: 21.8035 -5.4341 -27.9928  0.3746
H: 20.9137 -5.3561 -26.3829  0.4169
H: 18.7735 -6.7984 -26.5458  0.3674
H: 19.9132 -7.1457 -25.1540  0.5136
H: 18.0294 -8.7604 -25.3512  0.3894
H: 19.6221 -9.4636 -25.4123  0.3501
H: 17.4551 -9.1399 -27.5486  0.4224
H: 18.3122 -10.4109 -27.2924  0.4339
H: 18.5393 -10.4845 -29.8882  0.4191
H: 19.5940 -9.4235 -30.6615  0.0780
H: 18.0806 -8.8405 -30.0372  0.4338
H: 20.8042 -10.7002 -27.0885  0.4374
H: 21.5111 -10.4156 -28.6332  0.4519
H: 20.0465 -11.4840 -28.3323  0.4126
H: 22.8805 -7.4833 -27.0064  0.3321
H: 22.0558 -9.0443 -26.5314  0.3056
H: 22.2205 -7.7749 -25.4501  0.3787
C: 18.3206 -9.4595 -33.3133  -1.5180
C: 18.1597 -8.6285 -34.6333  2.1945
C: 16.6215 -8.3527 -34.6871  -1.9009
C: 16.2599 -7.3751 -35.8100  0.1407
C: 16.9217 -6.0723 -35.4771  -0.2389
C: 18.5304 -6.1207 -35.3894  1.4208
N: 18.9840 -7.3783 -34.6189  1.2103
O: 20.4312 -7.4912 -34.4855  0.4655
C: 19.0685 -4.8386 -34.7289  -0.9277
C: 18.8968 -6.0739 -36.9472  -0.5830
C: 18.4778 -9.4778 -35.8169  -0.5503
H: 17.6560 -10.3221 -33.3617  0.2135
H: 18.0977 -8.8684 -32.4250  0.2766
H: 19.2955 -9.8942 -33.0926  0.1585
H: 16.2832 -7.8919 -33.7590  0.3956
H: 16.0490 -9.2799 -34.7141  0.6486
H: 15.1875 -7.1889 -35.8683  -0.0757
H: 16.5275 -7.7704 -36.7899  -0.4184
H: 16.4130 -5.7728 -34.5607  -0.1116
H: 16.6130 -5.2700 -36.1473  0.0872
H: 19.0245 -4.8577 -33.6399  0.5467
H: 18.4048 -3.9833 -34.8556  -0.3998
H: 20.0746 -4.6193 -35.0862  0.0946
H: 18.5271 -6.8643 -37.6005  -0.0529
H: 19.9683 -6.2510 -36.8542  0.2063
H: 18.5849 -5.1472 -37.4289  -0.2316
H: 17.9449 -10.4217 -35.7023  0.5486
H: 19.5404 -9.6734 -35.9602  0.1651
H: 18.3781 -8.9399 -36.7597  -0.9767
O: 21.3811 -10.6960 -34.7893  -0.6566
H: 22.2446 -10.4346 -35.1091  0.2559
H: 20.8581 -9.8952 -34.8288  0.1926
O: 18.2931 -2.8768 -37.7630  -0.7976
H: 18.9866 -2.9711 -38.4161  0.3452
H: 18.1382 -3.7670 -37.4472  0.2135
O: 20.8390 -3.0923 -32.1439  -0.5106
H: 21.0396 -2.1814 -31.9289  0.2221
H: 20.8499 -3.1210 -33.1006  0.2821
O: 16.4901 -10.2639 -38.5200  -0.6822
H: 17.1034 -9.5825 -38.2449  0.2824
H: 15.7692 -10.2053 -37.8930  0.3484
O: 22.5282 -7.4765 -36.7465  -0.7776
H: 22.8917 -8.3618 -36.7310  0.2692
H: 21.8156 -7.4984 -36.1078  0.2465
O: 22.8053 -3.4677 -34.2066  -0.5236
H: 22.6622 -3.6436 -35.1366  0.2545
H: 23.3360 -2.6712 -34.1919  0.2071
O: 14.6350 -10.3497 -31.8655  -0.7267
H: 15.5470 -10.2913 -32.1503  0.4037
H: 14.5129 -11.2716 -31.6389  0.2771
O: 13.6071 -8.0116 -32.8761  -0.6500
H: 13.4006 -8.1148 -33.8050  0.2773
H: 13.8556 -8.8895 -32.5865  0.3526
O: 22.4308 -5.7027 -32.9409  -0.4806
H: 21.9321 -5.7791 -33.7543  0.0834
H: 22.8118 -4.8252 -32.9745  0.3371
O: 16.9798 -2.0344 -35.4711  -0.5785
H: 17.5120 -2.0561 -36.2664  0.3482
H: 17.6119 -2.1174 -34.7571  0.1024
O: 17.9870 -7.8333 -39.7907  -0.6143
H: 17.2893 -7.3396 -39.3599  0.3292
H: 17.7652 -7.8002 -40.7212  0.2107
O: 18.5078 -1.5877 -33.2103  -0.5831
H: 18.8028 -1.7887 -32.3221  0.3063
H: 19.1945 -1.0260 -33.5698  0.2627
O: 20.5780 -8.6631 -39.7321  -0.5855
H: 21.0142 -7.8432 -39.9637  0.2903
H: 19.6446 -8.4518 -39.7503  0.3881
O: 22.0621 -8.5520 -32.4233  -0.5482
H: 22.2578 -9.4708 -32.2398  0.2499
H: 21.5725 -8.5705 -33.2457  0.0887
O: 16.7914 -3.9192 -32.3561  -0.5463
H: 16.0461 -4.5147 -32.2780  0.3499
H: 16.6515 -3.4675 -33.1883  0.2327
O: 14.0396 -2.9527 -36.7794  -0.6620
H: 14.9754 -3.0644 -36.6119  0.3534
H: 13.9029 -2.0056 -36.7559  0.2803
O: 16.2301 -12.9609 -33.6993  -0.5925
H: 15.6148 -13.5969 -33.3342  0.2894
H: 16.8939 -12.8510 -33.0185  0.3226
O: 20.0369 -6.8656 -31.7773  -0.3974
H: 19.7858 -7.2512 -32.6167  -0.0672
H: 19.2400 -6.9021 -31.2484  0.1726
O: 13.6795 -5.6851 -37.4596  -0.6674
H: 13.3886 -4.7763 -37.3840  0.3039
H: 13.6808 -6.0123 -36.5601  0.2709
O: 15.6495 -6.5336 -39.1868  -0.6037
H: 15.0285 -6.3068 -38.4946  0.3075
H: 15.1027 -6.8517 -39.9051  0.2839
O: 18.7028 -12.5282 -32.3228  -0.6698
H: 19.4429 -12.9808 -31.9182  0.2912
H: 19.1011 -11.9551 -32.9779  0.3417
O: 14.4991 -5.4924 -32.3014  -0.6995
H: 14.5547 -6.4115 -32.5629  0.3056
H: 13.8165 -5.1241 -32.8624  0.2740


[2]
Molecular formula: C18H8Co2N2O6
Method: DFT, ωB97M-V/def2-TZVPD

Properties
DFT total energy: -4016.98821 Eh
LUMO energy: -1.8 eV
Multiplicity: 1
F_max: 4.59 eV Å⁻¹

Last column: Mulliken charge in e.
Geometry (Å):
C: 0.6490 -1.3800 1.6262  1.8643
C: 1.7423 -0.6133 2.2086  -0.3893
N: 2.5138 -0.1352 2.9610  -0.4788
C: 1.1419 -2.5165 0.7344  0.3908
C: 0.3411 -3.6630 0.6413  -0.4755
C: 0.7988 -4.7759 -0.0622  -0.5955
C: 2.1095 -4.8032 -0.5440  -0.4868
C: 2.9093 -3.6712 -0.4286  -0.5223
C: 2.4630 -2.5407 0.2677  -0.5258
C: -0.0592 -2.0547 2.7796  0.0265
N: -0.5608 -2.5063 3.7341  -0.5006
H: -0.5761 -3.7471 1.2513  0.3358
H: 0.0936 -5.5656 -0.2414  0.3993
H: 2.5101 -5.7193 -0.9768  0.3758
H: 3.8799 -3.5978 -0.9000  0.3904
H: 3.1561 -1.7448 0.5783  0.3292
O: -2.0065 0.8674 -4.1894  -0.3363
C: -1.7353 1.6376 -3.3742  0.2815
Co: -1.3839 2.8387 -2.2234  0.1453
C: 0.3720 3.1313 -2.3604  0.0697
O: 1.5053 3.3065 -2.4912  -0.3291
C: -2.2421 4.0605 -3.2197  0.3596
O: -2.8069 4.8204 -3.8650  -0.3207
C: -1.7487 1.4403 -0.7128  -0.7532
C: -0.8113 1.0426 0.2111  0.2226
C: -0.5693 -0.1453 1.0629  -0.4462
Co: -1.1371 2.8282 0.2857  0.1270
C: 0.5091 3.0818 0.7363  0.0588
O: 1.5837 3.2730 1.1082  -0.2929
C: -1.9555 3.3613 1.8255  0.2075
O: -2.4240 3.5277 2.8547  -0.3100
C: -1.6254 4.3751 -0.5824  0.4325
O: -1.8374 5.5134 -0.7836  -0.3988
H: -2.7616 0.9876 -0.7572  0.5010
H: -0.9018 0.1919 2.1332  0.3991
H: -1.1356 -1.1054 0.7119  0.2449


[3]
Molecular formula: C18H8NO10RuTe
Method: DFT, ωB97M-V/def2-TZVPD

Properties
DFT total energy: -1860.83855 Eh
LUMO energy (spin up / spin down): 3.7 / 3.3 eV
ΔE to the lowest compared entry with this formula, charge and spin: 131.6 kJ/mol
Multiplicity: 6
<S²>: 8.792
Net charge: -2
F_max: 0.71 eV Å⁻¹

Last column: Mulliken charge in e.
Geometry (Å):
Ru: -0.1469 -0.9331 0.4981  0.4974
O: -4.9016 2.7004 1.0897  -0.5430
C: -3.8464 1.8617 0.9383  1.1436
C: -3.7583 0.9887 -0.1489  -0.4438
C: -2.6588 0.1811 -0.2345  -0.3046
N: -1.7113 0.2578 0.6861  0.2543
C: -1.7890 1.0452 1.7561  0.0001
C: -2.8583 1.8870 1.9156  -0.6650
C: -0.6266 0.8762 2.7358  0.5542
O: -0.6175 1.5887 3.7252  -0.7359
O: 0.2297 -0.0242 2.3933  -0.5276
C: -2.4109 -0.8750 -1.3167  0.5166
O: -3.2326 -0.9594 -2.2141  -0.7409
O: -1.3302 -1.5557 -1.1600  -0.5341
H: -5.5038 2.5748 0.3471  0.2896
H: -4.5214 0.9108 -0.9152  0.4467
H: -2.9141 2.5268 2.7850  0.5688
O: 0.3694 -6.8306 2.7795  -0.7411
C: 0.1554 -5.6744 2.3842  0.4778
C: -1.0120 -4.8490 2.5489  -0.3614
O: -2.1012 -5.0926 3.1294  -0.7546
C: -0.6992 -3.5343 1.8555  1.2039
C: 0.6262 -3.5514 1.2785  0.8621
O: 1.1153 -2.5325 0.6313  -0.7496
C: 1.2212 -4.8606 1.5707  -0.0653
O: 2.3238 -5.2552 1.2536  -0.6479
O: -1.4242 -2.5288 1.7481  -0.6226
Te: 1.0600 1.0302 -0.8695  0.0336
C: 2.5912 1.9853 -1.9810  0.0341
C: 3.7380 2.4724 -1.3555  -0.3650
C: 4.7027 3.1588 -2.0856  -0.4294
C: 4.5370 3.3668 -3.4498  -0.4227
C: 3.3990 2.8762 -4.0798  -0.4466
C: 2.4336 2.1878 -3.3525  -0.4181
H: 3.8733 2.3143 -0.2921  0.3277
H: 5.5884 3.5323 -1.5836  0.3259
H: 5.2887 3.9031 -4.0171  0.3381
H: 3.2609 3.0263 -5.1450  0.3224
H: 1.5503 1.8038 -3.8490  0.3226


[4]
Molecular formula: C19H10Cl5N5NaO2
Method: DFT, ωB97M-V/def2-TZVPD

Properties
DFT total energy: -3617.65468 Eh
LUMO energy: 2.1 eV
ΔE to the lowest compared entry with this formula, charge and spin: 93.3 kJ/mol
Multiplicity: 1
Net charge: -1
F_max: 3.35 eV Å⁻¹

Last column: Mulliken charge in e.
Geometry (Å):
Na: -0.5655 -0.2230 -0.8153  0.6411
N: 4.0065 0.0422 -2.2373  0.0893
C: 3.0424 -0.7406 -1.6615  -0.3086
N: 1.9349 -0.0696 -1.6346  -0.0994
C: 2.2508 1.1736 -2.1190  0.0527
N: 3.5461 1.2527 -2.4192  -0.7077
C: 1.2627 2.3064 -2.1251  0.5507
C: 1.7658 3.6070 -2.2178  -0.3121
N: 0.9592 4.6314 -2.0280  -0.6284
C: -0.3449 4.4045 -1.7968  -0.2598
C: -0.7998 3.1130 -1.6867  -0.0909
N: -0.0537 2.0181 -1.9868  -0.2292
H: 4.9629 -0.1055 -2.5037  0.1891
H: 3.1103 -1.7631 -1.3134  0.5157
H: 2.7654 3.8172 -2.3458  0.5577
H: -0.9984 5.2716 -1.7279  0.3791
H: -1.8929 3.0127 -1.5241  0.2913
Cl: -3.4118 -0.4964 -1.7982  -0.2439
C: -2.7648 -2.0840 -1.9657  0.7188
C: -1.4313 -2.2122 -2.1558  -0.6663
C: -0.8885 -3.3942 -2.4147  -0.0331
Cl: 0.7152 -3.6431 -2.9686  -0.2555
C: -1.6947 -4.5322 -2.2371  0.3539
Cl: -0.9480 -6.0705 -2.2885  -0.2375
C: -3.0355 -4.4707 -2.0455  -0.0937
Cl: -4.0082 -5.8945 -1.9553  -0.2181
C: -3.6284 -3.2035 -1.9519  0.1757
Cl: -5.2957 -3.0968 -2.0464  -0.2369
O: -0.7784 1.4778 1.0971  -0.7420
C: -0.4676 0.3909 1.6942  0.6475
O: -0.1722 -0.7919 1.2333  -0.9264
C: -0.2845 0.4133 3.1758  -0.0031
C: 0.1542 -0.6950 3.9273  -0.0151
C: 0.6413 -0.5623 5.2169  -0.5048
C: 0.6635 0.6400 5.7965  -0.2132
C: 0.2384 1.7873 5.1128  -0.4809
C: -0.3782 1.6290 3.9015  -0.2033
H: 0.1454 -1.6665 3.3834  0.3098
H: 1.1165 -1.4096 5.7140  0.3116
H: 1.1673 0.8100 6.7324  0.3374
H: 0.2847 2.7984 5.5186  0.3176
H: -0.8905 2.5280 3.4669  0.2711